No. 1
Density functional theory data (ωB97M-V with the def2-TZVPD basis set) for C7H10 in the gas phase.

Last column: Mulliken charge in e.
Atoms and positions in Å:
C 1.6002 -1.1487 -0.1346  -1.5627
C 0.3519 -0.3110 -0.0105  0.7131
C -1.0653 -0.9356 -0.0379  -0.7016
C -1.5327 0.4727 -0.4637  -0.5131
C -0.6809 1.5121 0.2456  -0.4219
C 0.2937 0.7491 1.1105  -0.5721
C -0.1588 0.8051 -0.9864  -0.5097
H 1.7595 -1.7522 0.7699  0.3283
H 1.5551 -1.8353 -0.9858  0.3735
H 2.4878 -0.5165 -0.2544  0.3547
H -1.3385 -1.5035 0.8702  0.3156
H -1.2264 -1.6067 -0.8884  0.3107
H -2.4069 0.8429 -0.9995  0.3940
H -1.0777 2.4972 0.4890  0.4036
H -0.0049 0.4276 2.1135  0.2869
H 1.2404 1.2972 1.1527  0.3305
H 0.2035 1.0056 -1.9901  0.4700

The multiplicity is 1. The calculation puts the orbital gap at 10.4 eV. As for the total charge: 0. The calculation puts the energy relative to the best compared isomer or geometry (same formula, charge and spin) at 2.498 eV. Its SMILES is C[C@]12C[C@@H]3[C@H](C1)[C@@H]32. For the HOMO energy, the calculation gives -9.279 eV.

---

No. 2
Density functional theory data (ωB97M-V with the def2-TZVPD basis set) for 6 unconnected molecules or ions with the total composition H12O5S2.

Last column: Mulliken charge in e.
Atoms and positions in Å:
S -4.4947 -0.7192 -0.6315  -0.1613
S -2.7061 -0.9368 -1.7018  -0.2277
H -5.2916 -1.2713 -1.5585  0.1632
H -2.6552 0.3613 -1.9756  0.1814
H -0.9823 -1.7742 0.5217  0.4274
H -1.7608 -2.8207 -0.1590  0.3040
O -0.9087 -2.7189 0.2836  -0.6565
H 3.6525 3.4781 2.0540  0.3217
H 5.0632 3.1790 1.6223  0.3212
O 4.3513 2.8247 2.1693  -0.6432
H -0.1424 0.6165 0.9384  0.3079
H -0.2749 -0.4432 2.0457  0.3033
O -0.7249 -0.0833 1.2743  -0.6507
H 2.1928 -2.0938 -0.7085  0.2979
H 0.6989 -2.3893 -0.7691  0.3650
O 1.3650 -1.7430 -1.0627  -0.6393
H 1.4801 1.7626 -0.4611  0.3258
H 0.5272 2.6084 -1.3662  0.2974
O 0.6104 2.1633 -0.5154  -0.6377

The multiplicity is 1. The calculation puts the orbital gap at 9.6 eV. As for the total charge: 0. The calculation puts the energy relative to the best compared isomer or geometry (same formula, charge and spin) at 0.682 eV. Its SMILES is SS.O.O.O.O.O. For the HOMO energy, the calculation gives -9.353 eV.